[1]
A molecular structure, C47H45BGeN11OSTc, computed with the ωB97M-V functional and the def2-TZVPD basis.

relative energy (zero: lowest compared OMol25 entry of this formula, charge and spin) = 166.61 kJ/mol
orbital gap (alpha / beta) = 4.5 / 4.5 eV
2S+1 = 1
total charge = +2

Geometry as XYZ:
```
108
Properties=species:S:1:pos:R:3:forces:R:3:mulliken_charge:R:1
Tc -0.54116 -0.21085 0.57330 0.460 -0.004 -2.367 -0.8848
C -2.32962 1.30466 3.63837 0.042 -0.130 -0.071 -1.3419
C -1.28084 0.25424 3.81319 0.200 -0.192 -0.197 0.3327
C -0.82757 -0.24761 5.03330 0.002 0.038 0.188 -1.7424
C 0.11024 -1.20739 4.71655 0.079 -0.060 0.219 0.1101
N 0.21026 -1.27676 3.38289 -0.103 0.078 -0.346 0.4151
N -0.63654 -0.37234 2.80656 -0.042 0.034 0.667 0.7556
B 1.08842 -2.23380 2.51876 -0.063 0.129 0.080 0.2469
N 2.02132 -1.34354 1.64253 0.074 0.307 -0.103 0.4985
C 3.34815 -1.24568 1.59163 -0.010 -0.054 0.077 0.1906
C 3.70486 -0.22923 0.71217 0.375 -0.085 0.102 -1.9675
C 2.53385 0.28263 0.22266 -0.418 -0.266 -0.079 -0.3531
C 2.40817 1.43594 -0.69790 0.089 0.043 0.012 -0.2885
N 1.47514 -0.41401 0.77457 0.056 0.055 0.035 1.4185
N 0.14528 -2.98496 1.51829 -0.332 0.282 -0.059 0.5239
C -0.10416 -4.28128 1.35426 0.079 -0.222 0.059 0.2379
C -1.10594 -4.43908 0.40798 -0.011 -0.219 -0.036 -2.1447
C -1.44084 -3.16360 -0.00392 0.226 0.253 -0.001 0.2093
C -2.48579 -2.76636 -0.99074 0.079 0.147 0.222 -1.0342
N -0.65515 -2.27387 0.66910 -0.245 -0.184 0.062 0.6900
N 1.78260 -3.21627 3.41714 0.045 0.041 -0.170 0.4847
C 1.15267 -4.12767 4.21656 0.028 0.106 -0.039 -0.4386
C 2.11123 -4.76424 4.94866 0.089 -0.230 0.175 -1.3315
C 3.33599 -4.17803 4.54184 0.305 -0.193 0.262 0.6500
C 4.71958 -4.49855 5.03381 -0.199 0.039 -0.090 -1.2969
N 3.13800 -3.24973 3.63071 -0.534 0.025 -0.085 -1.1162
H -2.69667 1.60867 4.61641 -0.007 -0.016 -0.013 0.4833
H -1.93214 2.18595 3.14116 0.040 0.066 -0.035 0.2098
H -3.17692 0.92303 3.06594 0.028 0.009 -0.001 0.1195
H -1.15379 0.05342 6.01941 0.059 -0.067 -0.166 0.5107
H 0.70844 -1.84437 5.35558 -0.105 0.107 -0.123 0.5110
H 3.94174 -1.91358 2.19855 -0.036 0.054 -0.029 0.7303
H 4.70640 0.10197 0.47153 -0.194 -0.077 0.058 0.5816
H 3.09939 1.32898 -1.53451 -0.023 -0.016 -0.001 0.5108
H 1.40840 1.55551 -1.08515 -0.213 0.031 -0.141 -0.5272
H 2.66369 2.35214 -0.15689 0.006 -0.129 -0.063 0.1118
H 0.44589 -5.02511 1.91228 -0.037 0.092 -0.067 0.6673
H -1.53318 -5.36676 0.05581 0.067 0.130 0.068 0.5547
H -2.85561 -3.64715 -1.51124 0.034 0.008 -0.018 0.5333
H -3.32050 -2.27958 -0.48318 -0.009 -0.063 0.030 0.1326
H -2.08975 -2.07088 -1.73306 -0.103 -0.184 0.189 -0.1334
H 0.07314 -4.23644 4.22098 0.225 0.033 -0.022 0.6545
H 1.97119 -5.55389 5.67545 0.020 0.168 -0.128 0.4396
H 4.68322 -5.28216 5.78685 0.004 -0.006 0.002 0.3772
H 5.35725 -4.83627 4.21717 -0.039 -0.018 -0.010 0.3142
H 5.18928 -3.62037 5.47543 -0.033 0.015 0.014 0.3067
O -2.53901 -0.15691 0.68743 -0.041 0.173 0.245 -0.6681
N -3.18649 0.93653 0.26012 -0.096 -0.227 -0.030 0.9408
C -4.52616 0.81641 0.06870 0.049 0.037 0.236 -0.4630
C -5.25760 1.90874 -0.27601 -0.074 0.143 0.219 -0.8735
C -4.61459 3.14785 -0.42706 -0.052 0.008 0.056 -0.5202
C -3.26380 3.23960 -0.22570 0.023 0.153 -0.100 -1.0415
C -2.52029 2.10495 0.13054 0.112 -0.049 -0.188 0.1721
S -0.86740 2.16201 0.61030 -0.051 -0.105 0.325 0.1029
H -4.92805 -0.17515 0.21172 0.055 -0.024 0.043 0.4876
H -6.32492 1.80376 -0.41417 0.047 0.025 0.003 0.5119
H -5.18653 4.02840 -0.68986 0.026 -0.038 -0.013 0.5017
H -2.73467 4.18093 -0.32288 -0.067 -0.100 0.005 0.6186
N 2.55143 2.87848 4.05540 -0.048 -0.017 -0.120 0.0647
C 1.84639 1.91938 3.39706 0.072 0.090 -0.039 -0.8843
N 1.42942 2.29937 2.21745 0.240 0.517 0.097 0.3496
C 1.89834 3.62190 2.08887 -0.148 -0.309 -0.092 0.4117
C 1.77489 4.52788 1.03090 -0.097 -0.010 -0.060 -0.1707
C 2.34708 5.77575 1.17532 0.020 0.044 0.045 -0.9242
C 3.03303 6.13814 2.34978 -0.024 -0.021 -0.093 -0.4834
C 3.17752 5.25267 3.39706 0.047 -0.055 0.043 -1.1075
C 2.60259 3.99439 3.23290 -0.025 -0.177 0.223 0.2942
H 2.97061 2.78428 4.96207 0.026 -0.019 0.102 0.2427
H 1.67849 0.93955 3.83171 -0.019 0.155 -0.040 0.4324
H 1.24199 4.26288 0.12320 0.054 0.030 0.083 0.4464
H 2.27048 6.49497 0.36800 -0.007 -0.039 0.075 0.4160
H 3.45965 7.13004 2.43125 -0.012 -0.055 -0.027 0.4108
H 3.72113 5.52319 4.29555 -0.070 -0.021 -0.072 0.4340
C -0.50402 -0.03848 -1.17661 -0.190 -0.080 1.804 0.7391
Ge -0.65472 -0.00565 -3.18445 0.049 0.270 -0.395 3.9659
C -0.75400 -1.87084 -3.60527 0.285 -0.385 -0.013 -0.3429
C 0.21301 -2.75644 -3.11072 -0.131 -0.048 -0.147 -0.0820
C 0.18868 -4.09390 -3.48768 -0.043 0.092 0.042 -0.7978
C -0.80243 -4.54928 -4.35268 -0.015 0.015 0.026 -0.6479
C -1.76790 -3.67511 -4.83866 -0.027 0.034 0.023 -0.7830
C -1.74895 -2.33463 -4.46485 0.119 -0.143 -0.011 -0.2614
C -2.29883 0.92268 -3.53916 -0.389 0.154 0.121 0.0786
C -3.46659 0.57469 -2.84590 0.052 0.093 -0.294 0.1069
C -4.67351 1.18915 -3.15607 0.079 -0.069 -0.199 -0.9563
C -4.72376 2.15365 -4.15777 0.050 -0.020 -0.004 -0.7895
C -3.57045 2.50280 -4.85143 0.048 -0.040 0.035 -0.7290
C -2.35705 1.89087 -4.54642 -0.237 -0.063 0.138 -0.9096
C 0.86118 0.85327 -3.98141 0.266 0.192 0.043 0.0195
C 0.98026 2.24938 -3.96959 0.105 -0.143 0.036 -0.0561
C 2.04999 2.86169 -4.60516 0.060 -0.004 0.005 -0.8891
C 3.00846 2.08593 -5.25383 -0.060 -0.044 0.021 -0.6997
C 2.89409 0.70071 -5.27358 -0.049 0.021 0.040 -0.6953
C 1.82142 0.08038 -4.63764 0.065 0.196 -0.015 -0.6794
H 0.98950 -2.40572 -2.43283 -0.036 -0.025 -0.074 0.4754
H 0.94324 -4.77806 -3.11606 -0.058 0.041 -0.018 0.4814
H -0.82037 -5.59168 -4.65056 0.006 0.082 0.011 0.4298
H -2.53570 -4.03580 -5.51426 0.069 0.025 0.051 0.4522
H -2.50524 -1.65670 -4.84795 0.038 -0.036 0.008 0.4615
H -3.43994 -0.20207 -2.08276 0.019 0.067 -0.177 0.2422
H -5.57969 0.90526 -2.63168 0.086 -0.004 -0.174 0.6640
H -5.66818 2.62354 -4.40910 0.070 -0.034 0.010 0.4450
H -3.61533 3.24424 -5.64154 -0.005 -0.060 0.069 0.4598
H -1.46704 2.15829 -5.10493 -0.054 -0.013 0.031 0.4940
H 0.23767 2.86236 -3.46444 0.046 -0.049 -0.044 0.5229
H 2.13689 3.94330 -4.60130 0.003 -0.108 -0.004 0.4488
H 3.84258 2.56623 -5.75229 -0.061 -0.036 0.025 0.4419
H 3.63287 0.10133 -5.79414 -0.052 0.056 0.056 0.4493
H 1.73268 -1.00104 -4.66770 0.000 0.082 -0.016 0.3273
```
Forces are in eV/Å.

[2]
A single C2H3BrClNO molecule, computed with the ωB97M-V functional and the def2-TZVPD basis.

relative energy (zero: lowest compared OMol25 entry of this formula, charge and spin) = 273.24 kJ/mol
SMILES = CC(=O)N(Cl)Br
orbital gap = 9.2 eV
2S+1 = 1
total charge = 0

Geometry as XYZ:
```
9
Properties=species:S:1:pos:R:3:forces:R:3:nbo_charge:R:1
C 1.18235 0.30721 0.94215 3.127 3.133 1.121 0.7199
C 0.00183 0.20906 0.14846 -2.651 -3.365 -1.874 -0.7497
N 2.46307 1.10785 0.20573 -3.412 -2.216 -1.116 -0.6078
O 1.16861 0.32780 2.12402 0.739 -0.757 0.045 -0.4833
Cl 2.69560 0.24087 -1.37557 0.242 0.563 1.010 0.0606
Br 3.97765 1.28427 1.16683 0.767 -0.218 0.641 0.2814
H -0.43240 -0.89960 0.09405 1.058 2.244 0.479 0.2627
H 0.03330 0.49394 -0.87167 0.622 0.368 -0.876 0.2538
H -0.74503 0.82083 0.60616 -0.492 0.247 0.568 0.2623
```
Forces are in eV/Å.

[3]
2 unconnected molecules or ions with the total composition C3H5BrN2O2, computed with the ωB97M-V functional and the def2-TZVPD basis.

relative energy (zero: lowest compared OMol25 entry of this formula, charge and spin) = 886.35 kJ/mol
orbital gap (alpha / beta) = 8.1 / 8.0 eV
2S+1 = 1
total charge = 0

Geometry as XYZ:
```
13
Properties=species:S:1:pos:R:3:forces:R:3:nbo_charge:R:1
C -0.26733 1.16505 -1.44685 0.359 2.087 0.558 -0.6726
C -0.82179 0.01837 -0.69558 0.133 0.464 -0.254 -0.2028
C -0.26900 -1.12574 -0.43065 -0.126 -2.559 -0.409 -0.3137
N 1.18511 0.25937 1.85590 7.100 5.507 -4.327 0.3210
N 0.64251 -1.75128 2.82733 0.542 -4.128 1.597 0.0594
O 0.81118 1.40234 1.66403 -1.551 -1.626 1.146 -0.3356
O 0.62300 -0.66864 2.36574 -5.980 0.308 1.720 -0.0379
Br 1.29258 -1.96895 -1.13057 -0.159 0.527 0.281 0.0283
H -0.95846 1.52846 -2.23370 0.435 -0.467 0.195 0.2328
H 0.78617 1.00685 -1.86642 -1.635 0.040 0.680 0.2406
H -0.25255 2.05161 -0.70949 0.325 -1.169 -1.092 0.2419
H -1.78281 -0.09777 -0.19481 -0.321 1.559 -0.452 0.2290
H -0.98860 -1.81964 -0.00492 0.877 -0.544 0.355 0.2095
```
Forces are in eV/Å.

[4]
A molecular structure, C49H61N3O7SSi2W, computed with the ωB97M-V functional and the def2-TZVPD basis.

relative energy (zero: lowest compared OMol25 entry of this formula, charge and spin) = 0.00 kJ/mol
orbital gap (alpha / beta) = 6.6 / 7.8 eV
2S+1 = 3
total charge = 0

Geometry as XYZ:
```
124
Properties=species:S:1:pos:R:3:forces:R:3:lowdin_spin:R:1
W 0.39721 -0.96102 -0.46854 -0.329 -0.695 -0.470 1.5209
C 0.73504 1.61246 2.89258 -0.117 0.264 0.153 0.0015
C 0.08954 2.78150 2.49819 0.199 -0.231 0.014 0.0342
C -0.31270 2.90781 1.18661 -0.013 0.142 -0.106 -0.0024
C -0.12099 1.86082 0.29273 0.272 -0.420 0.249 0.0349
N 0.52316 0.72375 0.68358 -0.001 1.706 1.486 0.0301
C 0.94867 0.62884 1.96193 0.182 -0.120 -0.273 0.0485
C -0.62470 1.78397 -1.06940 -0.035 -0.217 -0.513 0.0218
C -1.31867 2.81426 -1.70527 0.125 0.074 0.252 0.0014
C -1.81271 2.63380 -2.98018 -0.075 -0.067 -0.136 0.0188
C -1.60104 1.42508 -3.64039 0.027 0.177 0.128 -0.0007
C -0.89923 0.41143 -3.01438 0.134 -0.406 -0.029 0.0150
C -0.39859 0.54418 -1.71461 -0.479 0.558 0.244 0.0100
H 1.05294 1.47181 3.91573 0.070 -0.051 -0.030 -0.0006
H -0.08836 3.57063 3.21590 -0.042 0.037 -0.036 0.0019
H -0.81178 3.80671 0.85311 -0.038 -0.039 -0.014 -0.0007
H 1.49308 -0.27581 2.20468 -0.076 0.005 0.047 0.0094
H -1.47319 3.76097 -1.20106 -0.042 -0.010 -0.011 -0.0001
H -2.37617 3.42352 -3.45994 0.038 0.020 -0.005 0.0011
H -1.99812 1.28035 -4.63706 0.043 -0.013 -0.017 -0.0006
H -0.73501 -0.52130 -3.54237 -0.054 0.016 -0.001 0.0008
C 3.89124 -1.61042 3.41038 0.114 -0.009 -0.121 0.0001
C 4.65535 -1.42558 2.10650 0.211 -0.053 -0.075 0.0000
C 4.76297 -2.73793 1.33520 -0.138 0.145 0.001 0.0004
C 6.04968 -0.86205 2.38004 -0.114 0.075 -0.009 0.0000
O 3.89983 -0.47180 1.33782 0.098 -0.099 0.297 0.0026
Si 4.01621 0.07625 -0.18888 -0.532 -0.184 -0.605 0.0150
S 2.55396 -0.78858 -1.49584 0.707 0.004 0.325 0.0784
O 3.67176 1.66428 -0.13660 0.026 0.298 -0.044 0.0032
C 4.33124 2.78966 0.46176 0.088 0.096 0.031 0.0007
C 5.78210 2.86607 -0.01100 -0.124 -0.074 -0.037 0.0000
C 3.55564 4.01402 -0.00733 0.044 -0.080 0.017 0.0001
C 4.29757 2.68715 1.98527 0.011 -0.080 -0.164 0.0001
O 5.50923 -0.26067 -0.75590 0.042 -0.146 -0.097 0.0014
C 6.10242 -0.47464 -2.05313 0.185 0.074 -0.057 0.0000
C 7.59949 -0.25566 -1.86302 -0.107 0.004 0.004 0.0000
C 5.85595 -1.91106 -2.51531 -0.039 0.206 0.140 0.0008
C 5.55976 0.52392 -3.07525 -0.020 -0.096 0.255 0.0004
H 4.47603 -2.21798 4.10345 -0.035 0.002 0.008 0.0000
H 2.94828 -2.11609 3.21938 -0.183 -0.077 0.001 0.0001
H 3.70042 -0.63770 3.86929 0.015 -0.021 0.003 0.0000
H 5.17480 -3.52384 1.97023 0.025 0.004 -0.015 0.0000
H 5.40236 -2.60206 0.46312 0.038 -0.054 -0.015 0.0001
H 3.77159 -3.04012 1.00112 -0.061 -0.080 0.008 0.0003
H 6.67942 -1.62920 2.83264 0.015 0.001 0.015 0.0000
H 5.99731 -0.01487 3.06655 0.009 0.014 -0.007 0.0000
H 6.50556 -0.53398 1.44508 0.042 -0.059 0.049 0.0000
H 5.82193 2.97943 -1.09538 0.012 0.008 0.027 0.0000
H 6.31734 1.95472 0.25878 0.050 0.050 0.025 0.0000
H 6.27949 3.72108 0.44786 0.017 0.014 -0.006 0.0000
H 3.61516 4.10164 -1.09277 -0.013 0.008 -0.001 0.0000
H 3.96658 4.91733 0.44637 -0.019 0.030 -0.015 0.0000
H 2.50586 3.91800 0.27468 0.001 0.009 0.019 0.0000
H 4.73416 1.74172 2.30226 0.004 0.018 0.070 0.0000
H 3.27398 2.73746 2.35289 -0.065 -0.025 0.017 0.0000
H 4.87284 3.50530 2.42097 -0.036 0.022 0.030 0.0001
H 7.99937 -0.97944 -1.15161 0.013 0.020 0.019 0.0000
H 7.79631 0.75106 -1.49190 0.003 0.001 -0.014 0.0000
H 8.10679 -0.38602 -2.81977 0.076 0.008 0.025 0.0000
H 6.32318 -2.61905 -1.82856 -0.028 0.003 0.019 0.0000
H 6.29093 -2.05180 -3.50595 -0.005 -0.030 -0.003 0.0000
H 4.78842 -2.11129 -2.56455 -0.076 -0.066 -0.033 0.0012
H 5.73234 1.54447 -2.73052 -0.003 -0.028 -0.056 0.0000
H 4.49063 0.37834 -3.21623 -0.090 0.026 -0.060 0.0006
H 6.06396 0.38322 -4.03173 -0.006 0.016 -0.011 0.0000
C -0.52790 -6.74741 1.34449 0.147 0.005 -0.036 0.0000
C 0.90418 -6.78215 0.81533 -0.230 0.071 0.023 0.0003
C 1.20234 -5.67479 -0.20536 0.167 -0.228 0.199 0.0004
C 2.64518 -5.88672 -0.75849 0.033 0.133 -0.208 -0.0001
C 3.06942 -4.99467 -1.92722 -0.075 -0.038 0.156 0.0013
C 0.23409 -5.77720 -1.35980 0.000 0.041 -0.014 0.0009
O -0.17185 -6.80888 -1.83010 0.100 -0.090 -0.048 0.0022
N -0.15123 -4.56411 -1.91060 -0.077 0.091 -0.320 0.0047
C 0.22194 -3.35722 -1.40966 0.352 -0.549 0.372 0.0153
O -0.07245 -2.29370 -2.03619 -0.338 -0.248 -0.340 0.0257
N 0.83914 -3.20335 -0.24575 -0.154 -0.152 -0.655 0.0145
C 1.19497 -4.30817 0.49157 0.023 0.093 0.213 0.0049
O 1.57082 -4.20534 1.63702 0.184 0.047 0.012 0.0027
H -0.64122 -7.48052 2.14280 -0.086 0.022 0.013 0.0000
H -1.24250 -6.98682 0.55654 -0.023 -0.018 0.029 0.0000
H -0.77283 -5.76595 1.75237 -0.025 0.046 0.098 0.0000
H 1.09595 -7.74488 0.34040 0.044 0.019 -0.011 0.0000
H 1.60158 -6.65355 1.64236 0.059 -0.026 -0.046 0.0000
H 2.72217 -6.93053 -1.06811 -0.045 -0.032 0.075 0.0000
H 3.32507 -5.73795 0.08248 -0.041 -0.034 0.062 0.0000
H 2.51880 -5.24723 -2.83506 0.014 0.038 -0.031 0.0000
H 4.13036 -5.14422 -2.12826 -0.008 -0.010 -0.047 0.0000
H 2.92597 -3.93369 -1.71416 0.039 0.032 -0.002 0.0018
H -0.72124 -4.57964 -2.74486 0.010 -0.011 -0.004 -0.0001
O -0.85211 -1.47144 0.93099 -0.035 0.241 -0.614 0.0542
Si -2.22897 -1.75357 1.74394 -0.354 0.049 0.422 0.0102
C -2.71653 -0.24954 2.78182 0.032 -0.257 -0.017 0.0028
C -3.06655 0.95787 2.17580 0.038 -0.051 -0.121 0.0007
C -3.46124 2.05241 2.92919 -0.024 0.053 -0.046 0.0001
C -3.51079 1.95917 4.31328 0.002 0.002 0.061 0.0013
C -3.17696 0.76543 4.93684 0.032 0.034 0.006 0.0001
C -2.78827 -0.32757 4.17457 0.056 -0.023 -0.033 0.0011
C -3.65658 -2.01779 0.52400 0.322 -0.020 0.046 -0.0003
C -3.40925 -1.93763 -0.84613 -0.087 -0.024 0.121 0.0013
C -4.43444 -1.95650 -1.78020 -0.053 0.012 -0.008 0.0002
C -5.74942 -2.05436 -1.35282 0.036 -0.021 -0.064 0.0001
C -6.02125 -2.15878 0.00346 -0.096 -0.009 0.077 0.0000
C -4.98848 -2.14188 0.92730 0.087 -0.001 0.207 -0.0001
C -1.85829 -3.13478 2.95961 -0.165 0.163 -0.174 0.0007
C -0.57737 -3.16414 3.51537 -0.094 0.029 -0.025 0.0003
C -0.24699 -4.08204 4.50028 -0.004 -0.003 0.011 0.0000
C -1.20610 -4.97504 4.95797 0.066 -0.026 -0.026 0.0002
C -2.48546 -4.95650 4.42015 -0.073 -0.076 0.001 0.0000
C -2.80837 -4.04416 3.42585 0.043 0.042 -0.067 0.0002
H -3.03116 1.03534 1.09246 -0.047 0.053 -0.012 0.0001
H -3.74245 2.97648 2.43763 0.028 0.003 0.003 0.0000
H -3.81400 2.81306 4.90664 -0.023 0.000 -0.016 0.0000
H -3.21986 0.68263 6.01581 -0.012 0.016 0.001 0.0000
H -2.53616 -1.25975 4.66754 0.003 0.027 0.036 0.0001
H -2.39620 -1.84043 -1.18885 0.313 0.051 -0.200 0.0013
H -4.20227 -1.87918 -2.83517 -0.016 0.010 -0.001 0.0000
H -6.55986 -2.04541 -2.07064 0.002 -0.023 0.001 0.0000
H -7.04626 -2.23433 0.34504 0.010 -0.026 -0.002 0.0000
H -5.22567 -2.21310 1.98391 -0.036 0.079 0.005 0.0000
H 0.16795 -2.46349 3.15888 0.071 -0.072 -0.005 0.0001
H 0.75959 -4.10337 4.89877 -0.013 -0.015 0.021 0.0000
H -0.95376 -5.69483 5.72676 -0.003 0.005 0.001 0.0000
H -3.22770 -5.66217 4.77269 -0.007 0.015 -0.005 0.0000
H -3.80760 -4.03572 3.00300 -0.006 -0.065 0.034 0.0000
```
Forces are in eV/Å.